This record from OMol25 describes C11H9Cl2N7O3 in the gas phase. The level of theory is ωB97M-V/def2-TZVPD.

Computed properties:
SMILES = C/C(Cn1nnc([N+](=O)[O-])n1)=N/NC(=O)c1ccc(Cl)c(Cl)c1
Energy relative to the best compared isomer or geometry (same formula, charge and spin) = 117.45 kJ/mol
Total charge = 0
Highest occupied orbital energy = -0.33836 Eh

Last column: Mulliken charge in e.
Positions of all 32 atoms, in Å:
C -1.35 0.15 -3.15  -1.15
C -0.65 0.70 -1.93  0.62
C 0.01 2.02 -1.97  -1.09
N 1.45 1.81 -2.24  1.18
N 2.06 1.97 -3.45  -0.55
N 3.31 1.96 -3.17  -0.24
C 3.42 1.67 -1.79  0.20
N 4.70 1.61 -1.15  0.91
O 4.75 1.34 0.04  -0.52
O 5.67 1.86 -1.89  -0.51
N 2.27 1.65 -1.18  -0.68
N -0.81 0.02 -0.76  -0.63
N 0.10 0.29 0.24  0.35
C 0.04 -0.05 1.59  0.43
O 0.95 0.49 2.22  -0.65
C -0.90 -1.05 2.19  0.33
C -1.66 -1.94 1.41  -0.21
C -2.52 -2.87 2.02  -0.75
C -2.63 -2.87 3.38  0.53
Cl -3.80 -3.92 4.11  -0.19
C -1.93 -1.96 4.20  -0.02
Cl -2.19 -1.88 5.95  -0.18
C -1.03 -1.10 3.61  -0.50
H -1.45 -0.94 -2.99  0.34
H -2.30 0.62 -3.32  0.26
H -0.76 0.34 -4.04  0.38
H -0.42 2.63 -2.79  0.36
H -0.19 2.55 -1.01  0.40
H 0.96 0.81 0.04  0.29
H -1.64 -1.96 0.30  0.38
H -3.04 -3.57 1.37  0.41
H -0.41 -0.38 4.17  0.50